Formula: C25H43KNO18
Source: the OMol25 dataset
Level of theory: wB97M-V/def2-TZVPD

XYZ file:
```
88
Properties=species:S:1:pos:R:3:mulliken_charge:R:1
K -0.9069 -0.5868 0.7395 0.7450
C 4.1791 -1.8168 -1.5965 -1.2030
C 3.8891 -2.6578 -0.3625 0.3621
C 4.3821 -2.1228 1.0115 -0.2679
O 3.2241 -1.9928 1.6995 -0.3074
C 2.1771 -2.3998 1.0525 0.3528
O 1.0421 -2.3508 1.5185 -0.5705
O 2.5091 -2.8398 -0.1315 -0.0269
H 3.8491 -2.3118 -2.4565 0.4509
H 5.2001 -1.5948 -1.7585 0.4681
H 3.5011 -0.9448 -1.5395 -0.0367
H 4.3341 -3.5968 -0.5855 0.4344
H 4.8911 -1.1738 0.9415 0.0348
H 5.1301 -2.8768 1.3465 0.3728
C -0.7399 5.2222 -1.8895 -1.5142
C -0.2239 3.7972 -1.6075 0.2856
C -0.2049 3.3732 -0.0825 -0.0977
O -0.7809 2.0722 -0.0305 0.9027
C -1.2329 1.8042 -1.2615 0.2541
O -1.9259 0.8222 -1.5595 -0.5397
O -1.0699 2.7662 -2.0585 -0.4024
H 0.0851 5.9042 -1.5815 0.3539
H -1.5689 5.4642 -1.2435 0.4055
H -1.1309 5.3122 -2.9585 0.3375
H 0.7111 3.6322 -2.1245 0.2861
H -0.8099 4.1262 0.4285 0.6149
H 0.7951 3.3802 0.3125 -0.5403
C 4.1991 3.8162 -1.0505 -1.4127
C 3.9361 2.3512 -1.1065 0.6372
C 4.5741 1.5722 0.0305 -0.9779
O 3.5061 0.7122 0.3855 -0.2326
C 2.4341 1.0872 -0.1465 -0.3450
O 1.3791 0.4792 -0.0465 0.3433
O 2.5821 2.1552 -0.9135 -0.0990
H 4.7361 4.1672 -0.0965 0.3402
H 3.3161 4.4772 -1.2095 0.2128
H 4.8341 4.0242 -1.9445 0.3932
H 4.2941 1.8922 -2.0555 0.3716
H 4.8021 2.1782 0.8505 0.4775
H 5.4841 1.0082 -0.1685 0.3319
C -2.6349 1.3112 4.0445 -0.4992
O -1.8579 2.3952 3.5265 -0.2997
C -0.5859 2.1962 3.2155 0.8238
O -0.0409 0.9062 2.8695 -0.5244
O 0.1081 3.3502 3.1205 -0.2947
C 1.4391 3.3122 3.0795 -0.4697
H -2.4809 0.4682 3.4655 0.1667
H -3.7259 1.5262 3.9235 0.1732
H -2.4239 1.1932 5.0945 0.3688
H 1.7821 2.4482 3.6275 0.3703
H 1.8701 4.1992 3.5845 0.3149
H 1.8281 3.3152 2.1195 -0.0244
C 0.6241 -0.2958 -3.4515 -0.4341
O 1.0461 -1.6558 -3.3515 -0.3425
C 0.6081 -2.3868 -2.3265 0.2938
O -0.2999 -1.8838 -1.3315 -0.2176
O 1.0331 -3.6378 -2.3795 -0.3720
C 0.6351 -4.6438 -1.4215 -0.5874
H 0.9201 0.3042 -4.2935 0.4110
H 0.8821 0.3202 -2.6075 -0.1618
H -0.4369 -0.2848 -3.6105 0.3415
H 0.4471 -4.3448 -0.4085 0.2041
H 1.4871 -5.2858 -1.4295 0.3263
H -0.2649 -5.2198 -1.8345 0.2213
C -3.9809 3.2152 1.2935 -0.3803
O -4.6599 2.3682 0.4135 -0.3585
C -4.3599 1.0802 0.4395 0.5044
O -3.2699 0.6112 1.2255 -0.1447
O -5.1509 0.2552 -0.2725 -0.3432
C -5.1619 -1.0938 0.0585 -0.4029
H -4.2679 4.1922 0.9525 0.3085
H -2.9279 3.1162 1.3885 -0.0846
H -4.3369 3.0492 2.3085 0.3182
H -5.3629 -1.2458 1.1155 0.3317
H -4.2119 -1.5868 -0.0385 -0.1031
H -5.8459 -1.7518 -0.5125 0.3436
C -3.2559 -5.9058 -1.1025 -1.6980
C -3.1569 -4.5778 -0.3475 0.5578
C -2.7849 -4.6728 1.1755 -0.5739
C -2.5179 -3.3628 1.8075 0.3975
N -2.3609 -2.3108 2.3775 -0.6274
H -2.5419 -6.6168 -0.7355 0.3866
H -3.0929 -5.8568 -2.1895 0.3775
H -4.2229 -6.3298 -1.0595 0.4485
H -4.0339 -3.9688 -0.5105 0.1837
H -2.3669 -4.0438 -0.8925 -0.1929
H -1.9189 -5.3038 1.3665 0.3266
H -3.5509 -5.1978 1.7585 0.4415
```

Results
calculated total energy	-81283.9145	eV
HOMO energy	-12.207	eV
multiplicity	1
E_LUMO	-0.06645	Eh
total charge	+1